(1)
C40H38F3N5SSb2Zr | ωB97M-V/def2-TZVPD

Geometry as XYZ:
```
90
C40H38F3N5SSb2Zr (ωB97M-V/def2-TZVPD)
Zr -0.64176 0.42996 0.96209
C -3.55363 1.98928 1.27715
C -2.87500 1.99601 2.60946
C -3.52080 2.50214 3.72911
C -2.86425 2.54742 4.93987
C -1.54656 2.09212 5.00602
C -0.94672 1.56762 3.88276
N -1.61721 1.50586 2.69417
Sb 1.12722 1.04158 4.06876
C 1.64261 2.02508 2.22925
C 2.81725 2.74513 2.21528
C 3.13766 3.53690 1.11249
C 2.23716 3.63649 0.07057
C 1.05620 2.91483 0.12617
C 0.00988 3.04721 -0.93141
N 0.79184 2.08818 1.16268
C 0.83141 -0.93061 3.24101
C 1.49078 -1.97157 3.84983
C 1.14593 -3.29494 3.55504
C 0.07882 -3.53869 2.72099
C -0.60058 -2.47462 2.14220
C -1.81151 -2.72820 1.30758
N -0.18478 -1.19766 2.35027
H -4.41908 2.64969 1.29312
H -2.89826 2.36186 0.47975
H -3.91629 0.99410 1.01192
H -4.53098 2.87707 3.63154
H -3.35087 2.94875 5.82019
H -1.00329 2.15334 5.94091
H 3.49159 2.70953 3.06187
H 4.06810 4.09090 1.08944
H 2.42944 4.28042 -0.77766
H -0.61002 3.92592 -0.73377
H 0.45007 3.15815 -1.92138
H -0.66180 2.17585 -0.98938
H 2.26649 -1.77100 4.57906
H 1.68067 -4.11262 4.02307
H -0.26298 -4.54798 2.53231
H -2.33759 -3.60369 1.68854
H -2.52328 -1.90033 1.34404
H -1.54572 -2.93305 0.26922
F 1.71670 -6.83791 -0.30229
C 1.66650 -5.51972 -0.39937
C 0.61924 -4.94588 -1.10597
C 0.57056 -3.56489 -1.20255
C 1.55203 -2.77932 -0.59252
C 2.60288 -3.38658 0.09653
C 2.66551 -4.76917 0.19821
Sb 1.48219 -0.70672 -0.82251
C 3.36334 -0.00281 -0.24071
C 4.19241 0.64206 -1.15954
C 5.45599 1.07130 -0.78149
C 5.87871 0.83252 0.51561
F 7.08388 1.23662 0.88135
C 5.08624 0.18230 1.45036
C 3.82218 -0.22726 1.06023
C 1.46535 -0.46203 -2.88829
C 0.69634 0.47032 -3.57994
C 0.79086 0.58232 -4.95640
C 1.66558 -0.26057 -5.62559
F 1.75597 -0.16382 -6.93947
C 2.44128 -1.20179 -4.96837
C 2.33617 -1.30137 -3.59120
H -0.11246 -5.58589 -1.58102
H -0.22393 -3.11433 -1.79055
H 3.39648 -2.79858 0.54088
H 3.47725 -5.27146 0.70766
H 3.86895 0.81131 -2.18000
H 6.12308 1.56582 -1.47534
H 5.47938 -0.00248 2.44162
H 3.20466 -0.75233 1.78329
H 0.00372 1.11606 -3.05435
H 0.21368 1.30024 -5.52291
H 3.10620 -1.83793 -5.53716
H 2.94323 -2.04201 -3.08230
S -1.97336 -0.20979 -1.10137
C -3.55994 0.46966 -1.52769
N -4.63855 -0.23890 -1.26999
C -5.98502 0.12740 -1.78664
C -5.81507 0.95092 -3.04780
C -4.89019 2.12107 -2.77915
N -3.62413 1.60735 -2.18486
H -4.50464 -1.14280 -0.84249
H -6.51082 0.67832 -1.00584
H -6.52107 -0.80073 -1.96935
H -6.78610 1.32044 -3.37381
H -5.41304 0.33026 -3.85024
H -5.32638 2.83814 -2.08316
H -4.62176 2.64978 -3.69057
H -2.75029 2.03646 -2.44708
```

DFT total energy (eV): -82854.66948
Net charge: +4
LUMO energy (eV): -12.621
Kohn-Sham gap (eV): 5.5



(2)
C40H38F5N2O3S | ωB97M-V/def2-TZVPD

Geometry as XYZ:
```
89
C40H38F5N2O3S (ωB97M-V/def2-TZVPD)
C -2.71987 -2.46874 1.08649
C -1.35203 -3.36081 1.19010
C -1.55604 -4.88025 0.65840
C -0.05823 -2.62004 0.59056
C 0.15304 -2.77688 -1.00369
C -1.19533 -2.73905 -1.87839
C 1.02936 -1.46453 -1.47839
O 0.15875 -0.40286 -2.02017
C 0.77796 0.86393 -1.89284
C 2.12949 1.20217 -2.67638
C 2.84213 0.14423 -3.68916
O 3.99639 -0.35464 -3.48047
O 2.12432 -0.15909 -4.85047
C 2.86566 2.58082 -2.55955
C 2.33333 3.72903 -1.62956
N 2.83370 5.04025 -1.34187
S 1.75843 5.83273 -0.23711
N 0.64507 4.54745 -0.12540
C 0.95689 3.35605 -0.87120
C 0.16153 1.98907 -0.97766
C -1.22215 1.78190 -0.17655
F -1.31942 0.51648 0.48243
F -1.40566 2.78408 0.86261
C -2.46844 2.01195 -1.18826
C -2.45674 3.32596 -2.01964
C -3.59043 3.73578 -3.00577
C -4.79507 2.73997 -3.18402
C -4.81744 1.39427 -2.36660
C -6.06432 0.37564 -2.53018
F -6.54556 -0.08063 -1.24622
F -7.17080 0.97914 -3.21309
F -5.55894 -0.77827 -3.23254
C -3.65878 1.03031 -1.35290
H -2.90317 -1.99524 2.13141
H -3.64727 -3.09840 0.85910
H -2.62639 -1.59173 0.36074
H -1.16451 -3.46177 2.33214
H -1.81202 -5.53970 1.57870
H -2.46293 -4.92855 -0.06388
H -0.60230 -5.32313 0.17793
H 0.86249 -3.12517 1.09047
H 0.02257 -1.50736 0.85215
H 0.83273 -3.67960 -1.26541
H -1.90290 -1.87605 -1.64137
H -1.69000 -3.77341 -1.85173
H -0.86430 -2.58315 -2.98125
H 1.68585 -1.09026 -0.59790
H 1.72193 -1.84911 -2.31801
H 3.82685 2.77655 -3.16435
H -1.56631 4.03804 -1.90283
H -3.54498 4.72710 -3.56626
H -5.61523 3.05800 -3.91094
H -3.71853 0.05979 -0.75164
C 5.06123 10.96200 -0.52282
C 4.83125 10.35243 -1.75267
C 4.33863 9.05190 -1.80437
C 4.06665 8.36409 -0.62541
C 4.29301 8.97474 0.60435
C 4.79433 10.27204 0.65626
H 5.44858 11.97497 -0.48285
H 5.03700 10.89138 -2.67203
H 4.16566 8.57433 -2.76302
H 3.67806 7.35197 -0.66591
H 4.07919 8.43842 1.52357
H 4.97590 10.74591 1.61522
C 3.66072 -0.67760 4.28887
C 2.68660 -0.28727 3.37520
C 3.04606 0.05898 2.07637
C 4.38172 0.00510 1.68755
C 5.35640 -0.38836 2.60015
C 4.99701 -0.72555 3.90200
H 3.37908 -0.94460 5.30241
H 1.64426 -0.25229 3.67609
H 2.28519 0.36884 1.36693
H 4.66227 0.26981 0.67313
H 6.39752 -0.43166 2.29628
H 5.75776 -1.02723 4.61447
C -3.57432 -10.40474 3.33905
C -2.76796 -9.90410 2.32131
C -2.91844 -8.58726 1.89701
C -3.86995 -7.76732 2.49811
C -4.67367 -8.26718 3.51839
C -4.52922 -9.58677 3.93618
H -3.45887 -11.43265 3.66723
H -2.02173 -10.54131 1.85759
H -2.29407 -8.19918 1.09898
H -3.98431 -6.73901 2.17098
H -5.41420 -7.62747 3.98795
H -5.15974 -9.97759 4.72788
```

DFT total energy (eV): -75631.38428
Net charge: -1
LUMO energy (eV): 0.948
Kohn-Sham gap (eV): 5.9



(3)
C40H38Ge2N4O6RuS | ωB97M-V/def2-TZVPD

Geometry as XYZ:
```
92
C40H38Ge2N4O6RuS (ωB97M-V/def2-TZVPD)
Ru 0.03467 0.13599 -0.32518
O -5.61881 -1.92894 3.31898
C -4.98555 -0.89080 3.57075
O -5.17545 0.02286 4.38889
C -3.71099 -0.71264 2.71196
C -3.42491 -1.58865 1.67277
C -2.26086 -1.43327 0.95260
N -1.38886 -0.44480 1.23421
C -1.69128 0.45364 2.19023
C -2.83176 0.33383 2.95634
C -0.73763 1.58148 2.34096
C -0.75613 2.42813 3.44375
C 0.20481 3.41991 3.52961
C 1.15143 3.54840 2.52285
C 1.09138 2.68025 1.44916
N 0.16442 1.73018 1.36542
C -1.87227 -2.34766 -0.15018
C -2.48290 -3.57921 -0.34695
C -2.02182 -4.38758 -1.37256
C -0.96918 -3.95773 -2.16695
C -0.41260 -2.71851 -1.90697
N -0.86505 -1.94308 -0.92694
H -4.14987 -2.36857 1.48545
H -3.11313 1.02736 3.73621
H -1.49329 2.30091 4.22122
H 0.22042 4.08352 4.38375
H 1.92535 4.30090 2.56340
H 1.79586 2.73802 0.62767
H -3.28544 -3.90325 0.29766
H -2.47734 -5.35369 -1.54316
H -0.57768 -4.56382 -2.97094
H 0.41843 -2.32553 -2.48271
C -4.30834 5.86209 -5.26982
C -3.84832 4.76381 -4.35461
C -2.92343 5.01627 -3.34282
C -2.48456 4.00258 -2.51093
C -2.96977 2.71558 -2.69338
C -3.89010 2.43789 -3.69217
C -4.32542 3.46631 -4.51301
S -2.43875 1.42973 -1.61507
O -2.70129 1.80239 -0.24648
O -3.00642 0.19533 -2.10337
N -0.81191 1.42743 -1.74881
C -0.32063 1.17218 -3.09708
C 1.06990 0.57500 -3.02253
O 1.77412 0.43821 -3.99361
O 1.44897 0.19119 -1.81301
H -4.08690 6.84456 -4.85579
H -5.38182 5.80067 -5.44773
H -3.80994 5.78756 -6.23832
H -2.55042 6.02314 -3.20189
H -1.77448 4.20465 -1.71889
H -4.25775 1.42876 -3.81332
H -5.05218 3.25518 -5.28784
H -0.26916 2.08736 -3.69282
H -0.95651 0.45971 -3.63691
C 3.59454 -2.19233 -2.47017
Ge 3.96273 -1.08586 -0.90295
C 5.46643 -1.90818 0.06909
C 4.53690 0.70506 -1.43301
Ge 2.09022 -1.06502 0.66500
C 2.57272 -0.15565 2.33451
C 1.76893 -0.19558 3.47400
C 2.14427 0.45920 4.63576
C 3.33713 1.16987 4.67939
C 4.14734 1.22052 3.55659
C 3.76199 0.56854 2.39270
C 1.50586 -2.88182 1.12959
C 0.49213 -3.16395 2.04521
C 0.16945 -4.46996 2.37653
C 0.85836 -5.52617 1.79454
C 1.86981 -5.26477 0.88440
C 2.18664 -3.95372 0.55408
H 4.54565 -2.48465 -2.91885
H 3.01967 -1.62571 -3.19972
H 3.05395 -3.10228 -2.20816
H 6.35298 -1.83959 -0.56415
H 5.28730 -2.96088 0.28556
H 5.68043 -1.40559 1.01170
H 5.32202 0.60007 -2.18338
H 4.94772 1.26517 -0.59332
H 3.71382 1.26094 -1.87462
H 0.83668 -0.74872 3.46897
H 1.50690 0.41256 5.50975
H 3.63347 1.67739 5.58822
H 5.08108 1.76794 3.58369
H 4.40816 0.62998 1.52541
H -0.06362 -2.36255 2.51640
H -0.62187 -4.66227 3.09009
H 0.60901 -6.54667 2.05422
H 2.41516 -6.08074 0.42731
H 2.97721 -3.77983 -0.16548
```

DFT total energy (eV): -186790.87475
Net charge: 0
LUMO energy (spin up / spin down) (eV): -0.989 / -2.653
Kohn-Sham gap (spin up / spin down) (eV): 6.9 / 5.3
2S+1: 5
Expectation value of S²: 6.0179



(4)
C40H39Cl3CsN8O4S3 | ωB97M-V/def2-TZVPD

Geometry as XYZ:
```
98
C40H39Cl3CsN8O4S3 (ωB97M-V/def2-TZVPD)
Cs 1.19434 1.64258 1.22959
O 0.43103 3.87628 2.62664
N -0.81689 3.50103 2.69233
C -1.25311 2.99075 3.87554
C -2.54129 2.57254 4.06728
C -3.43182 2.64565 2.99800
C -2.98050 3.13592 1.79826
C -1.65081 3.57118 1.59284
S -1.10482 4.12417 0.06721
H -0.46576 2.91724 4.61059
H -2.82266 2.15561 5.02458
H -4.45352 2.30003 3.09997
H -3.63820 3.20254 0.94228
N 3.41048 -0.62892 1.45531
C 4.55266 -0.92479 0.59637
C 5.72835 -1.56882 1.34705
C 6.95334 -1.84976 0.47601
C 6.88444 -3.12796 -0.35352
N 6.98813 -4.32925 0.46194
C 6.14677 -5.36632 0.45696
N 4.89875 -5.23668 0.04611
N 6.61273 -6.55563 0.87794
C 4.08761 -1.86737 -0.52587
O 3.55496 -2.94727 -0.11483
O 4.30152 -1.55172 -1.70557
H 3.66362 -0.15148 2.31421
H 2.95952 -1.50027 1.71439
H 4.89939 0.00043 0.12716
H 5.37907 -2.49366 1.81622
H 6.01207 -0.89073 2.15836
H 7.84885 -1.90554 1.10353
H 7.10363 -1.01432 -0.21564
H 7.71050 -3.14390 -1.07230
H 5.97200 -3.16632 -0.94115
H 7.88353 -4.52158 0.90091
H 4.40373 -4.31842 -0.04613
H 4.34749 -6.07818 0.01465
H 7.58385 -6.61391 1.20784
H 5.96026 -7.22573 1.27980
S -2.25988 -0.89389 5.13005
C -3.06093 -1.01538 3.60961
C -4.34597 -1.46286 3.33196
C -4.77470 -1.45089 2.01822
C -3.92957 -1.00300 1.00075
C -2.64802 -0.55980 1.27790
C -2.19756 -0.55886 2.59904
N -0.95629 -0.12047 3.02905
C -0.83081 -0.20931 4.31258
C 0.31131 0.23858 5.12267
C 0.17257 0.18205 6.52075
C 1.18606 0.63697 7.34026
C 2.33406 1.15690 6.74494
C 2.43687 1.20289 5.36168
C 1.44822 0.74751 4.46107
H -4.99711 -1.80929 4.12535
H -5.77351 -1.79232 1.77423
H -4.29283 -1.00307 -0.01645
H -1.98504 -0.20956 0.49528
H -0.73133 -0.20747 6.98271
H 1.08341 0.59610 8.41858
H 3.14283 1.52738 7.37007
H 3.35486 1.63190 4.95695
Cl -6.75351 2.32778 -7.97051
C -5.38717 2.09439 -6.91424
C -5.01515 3.10327 -6.04331
C -3.93928 2.89204 -5.19788
C -3.22298 1.69920 -5.20858
C -2.07676 1.49755 -4.24754
C -0.72517 1.93692 -4.80460
N 0.31576 1.51258 -3.90114
C 1.01474 0.32219 -3.97201
C 1.71683 0.22525 -2.80763
N 1.43928 1.31306 -2.00900
C 0.60189 2.05673 -2.68632
O -2.27634 2.26056 -3.07454
C -2.50729 1.46089 -1.91729
C -3.75992 0.65767 -2.10828
C -3.81035 -0.67432 -2.38198
Cl -2.48962 -1.76456 -2.44259
S -5.40878 -1.24416 -2.65123
C -6.04288 0.33585 -2.42998
C -5.06730 1.23275 -2.14514
C -3.61872 0.72049 -6.11070
Cl -2.76211 -0.79232 -6.19207
C -4.69962 0.89703 -6.96162
H -5.56847 4.03166 -6.02091
H -3.65205 3.64989 -4.48024
H -1.99028 0.43523 -4.00933
H -0.73022 3.02664 -4.87278
H -0.53486 1.52000 -5.79436
H 0.96099 -0.31387 -4.83991
H 2.41923 -0.53902 -2.50479
H 0.14041 2.96672 -2.33085
H -2.57712 2.15702 -1.08084
H -1.64574 0.80798 -1.74410
H -7.10329 0.51109 -2.51329
H -5.24727 2.28325 -1.96213
H -4.99682 0.11104 -7.64045
```

DFT total energy (eV): -132844.86945
Net charge: -2
LUMO energy (spin up / spin down) (eV): 2.905 / 2.905
Kohn-Sham gap (spin up / spin down) (eV): 1.8 / 5.0
2S+1: 2
Expectation value of S²: 0.7504



(5)
C40H39N5OPtS3Se | ωB97M-V/def2-TZVPD

Geometry as XYZ:
```
90
C40H39N5OPtS3Se (ωB97M-V/def2-TZVPD)
Pt -0.47872 -0.11295 -0.98713
C 0.36028 0.02175 5.90027
C 1.52348 -0.83365 5.50647
C 2.49928 -1.15505 6.43827
C 3.55038 -1.99495 6.11687
C 3.64058 -2.53675 4.84107
C 2.69758 -2.21135 3.88407
C 1.64138 -1.35605 4.20507
N 0.61938 -1.07595 3.28157
C 0.66598 -0.86485 1.93747
N 1.87728 -0.65095 1.37447
C 2.29118 -0.87125 0.05067
C 1.38768 -1.04745 -1.00953
C 1.88128 -1.48525 -2.23543
C 3.24018 -1.66565 -2.44243
C 4.12948 -1.36455 -1.42493
C 3.68038 -0.97735 -0.17213
C 4.67668 -0.68745 0.91057
N -0.45452 -0.74815 1.26897
C -1.64512 -1.29985 1.71877
C -1.67042 -2.65285 2.09827
C -2.84722 -3.24965 2.48567
C -4.01972 -2.50365 2.53267
C -4.00332 -1.17205 2.15167
C -2.84122 -0.54735 1.71967
C -2.85342 0.87825 1.28127
H 0.53638 0.48305 6.86827
H -0.54182 -0.58565 5.99497
H 0.17118 0.81205 5.17517
H 2.43058 -0.74555 7.43387
H 4.29048 -2.23495 6.86297
H 4.43648 -3.22645 4.60207
H 2.73738 -2.67735 2.90917
H -0.30412 -0.99975 3.69267
H 2.64188 -0.55285 2.03477
H 1.20368 -1.70055 -3.05263
H 3.60498 -2.00765 -3.39843
H 5.19208 -1.43645 -1.60233
H 5.67078 -0.63455 0.47407
H 4.69678 -1.47455 1.66657
H 4.47208 0.26715 1.39657
H -0.75432 -3.22465 2.05407
H -2.85152 -4.29585 2.74547
H -4.94072 -2.96565 2.85467
H -4.91972 -0.60355 2.18667
H -2.22592 1.49925 1.91857
H -3.86162 1.27975 1.30537
H -2.46452 0.97325 0.26047
O -1.23882 1.73595 -1.66743
C -0.38132 2.79975 -1.55273
C -0.69032 3.82815 -2.60603
C 0.01068 4.96695 -2.92023
C -0.61482 5.70495 -3.93373
C -1.76642 5.11815 -4.38133
S -2.11302 3.65365 -3.56103
C -0.48302 3.44455 -0.18453
C -0.17032 2.85115 1.00687
C -0.36362 3.71335 2.10557
C -0.82072 4.94205 1.72857
S -1.03572 5.06995 0.03827
C 1.06048 2.35615 -1.78603
C 1.52938 1.69875 -2.89503
C 2.93078 1.55535 -2.88903
C 3.50688 2.10925 -1.78803
S 2.35388 2.81585 -0.73173
H 0.92298 5.25265 -2.43183
H -0.23322 6.63105 -4.31743
H -2.43622 5.48155 -5.13563
H 0.19778 1.83695 1.07857
H -0.17692 3.44265 3.12987
H -1.04432 5.78625 2.35097
H 0.90458 1.35755 -3.70253
H 3.48808 1.08085 -3.67713
H 4.54698 2.13475 -1.52743
C -2.82612 -4.43595 -3.02803
N -2.91242 -3.25805 -3.84713
C -3.15462 -3.22285 -5.18603
C -3.15362 -1.91595 -5.56263
N -2.91182 -1.16355 -4.45193
C -2.85022 0.27215 -4.43883
C -2.76042 -1.99225 -3.39883
Se -2.55592 -1.57365 -1.59643
H -2.84222 -5.32015 -3.66173
H -3.66862 -4.47565 -2.33323
H -1.89962 -4.41705 -2.44943
H -3.29942 -4.11175 -5.76593
H -3.30132 -1.47365 -6.52673
H -2.42422 0.61875 -5.37953
H -2.24122 0.62165 -3.60203
H -3.85072 0.69595 -4.33693
```

DFT total energy (eV): -152693.76391
Net charge: +2
LUMO energy (spin up / spin down) (eV): -8.416 / -8.151
Kohn-Sham gap (spin up / spin down) (eV): 4.1 / 4.4